Entry from OMol25: a cluster of 6 separate species, C4H23N3O5 in total (the ωB97M-V functional and the def2-TZVPD basis).

Geometry as XYZ:
```
35
Properties=species:S:1:pos:R:3:forces:R:3:lowdin_charge:R:1
C -0.327 0.148 2.010 -0.035 -1.510 -0.391 -0.132
C 0.701 1.059 1.365 -0.068 0.283 0.400 -0.104
C 1.241 0.480 0.075 0.924 0.110 0.097 -0.332
C 2.188 -0.463 0.194 -0.145 -0.239 -0.456 -0.044
N 2.738 -1.195 -0.976 0.339 0.862 0.314 0.199
N 0.796 1.047 -1.077 -0.789 0.314 -0.130 0.166
N -1.687 0.268 1.343 1.494 0.001 0.651 0.218
H -0.031 -0.896 1.865 0.041 0.109 -0.483 0.129
H -0.407 0.107 3.087 -0.251 1.112 0.266 0.116
H 1.498 1.182 2.092 0.174 -0.079 -0.027 0.120
H 0.302 2.061 1.194 -0.069 0.026 -0.025 0.134
H 2.591 -0.820 1.127 -0.175 0.071 0.101 0.129
H 3.731 -1.003 -1.140 -0.060 0.217 0.027 0.180
H 2.684 -2.171 -0.746 -0.093 -0.823 -0.207 0.157
H 2.205 -1.041 -1.853 -0.125 -0.286 0.196 0.108
H 0.728 0.626 -1.989 0.368 -0.455 0.138 0.088
H 0.241 1.879 -1.000 -0.178 0.165 0.131 0.091
H -1.549 0.293 0.330 -0.564 0.387 -0.128 0.105
H -2.198 1.051 1.740 -0.219 0.236 -0.483 0.177
H -2.198 -0.577 1.512 -0.683 -0.636 0.143 0.152
H 2.172 -0.965 4.538 -0.205 -0.139 -0.110 0.064
H 1.863 0.485 4.710 -0.177 0.091 -0.033 0.066
O 1.587 -0.279 4.187 0.458 0.044 0.191 -0.047
H -1.899 3.541 -2.167 0.236 -0.201 -0.166 0.055
H -2.956 3.646 -1.146 -0.155 -0.123 0.321 0.056
O -2.249 3.048 -1.416 -0.073 0.161 -0.114 -0.059
H -3.632 -0.848 -1.356 -0.260 0.261 -0.002 0.080
H -3.267 0.662 -1.561 -0.111 -0.096 -0.084 0.061
O -2.998 -0.160 -1.126 0.133 0.283 -0.081 -0.055
H -1.512 -3.046 -1.109 -0.180 0.090 0.035 0.076
H -1.654 -1.559 -1.586 -0.306 -0.007 0.140 0.019
O -1.261 -2.134 -0.916 0.618 -0.374 -0.024 -0.060
H 0.751 -1.585 -3.759 -0.103 -0.160 0.076 0.094
H 0.147 -2.077 -2.381 0.001 0.099 -0.054 0.040
O 0.724 -1.424 -2.807 0.237 0.207 -0.228 -0.047
```
Forces are in eV/Å.

Properties
Net charge   +2
HOMO energy   -15.31 eV
Multiplicity   1
Energy above the lowest of the compared OMol25 structures with the same formula, charge and spin   0.000 eV
HOMO-LUMO gap   9.7471 eV

Entry from OMol25: a cluster of 8 separate species, C4H23NO10 in total (the ωB97M-V functional and the def2-TZVPD basis).

Geometry as XYZ:
```
38
Properties=species:S:1:pos:R:3:forces:R:3:lowdin_charge:R:1
N -1.088 -1.756 1.497 -0.132 0.243 1.257 0.059
C -0.243 -1.025 0.559 -1.351 -1.487 -0.094 -0.263
C 0.040 0.407 0.995 0.710 2.046 -1.056 -0.128
C 0.056 0.644 2.489 -1.567 -1.573 0.505 -0.176
O -1.322 0.729 3.004 1.016 -0.301 -0.013 -0.124
C -0.913 -1.241 -0.817 1.018 0.068 -1.460 -0.479
O -1.928 -1.819 -1.080 -0.415 0.365 0.850 0.137
O -0.054 -0.888 -1.818 0.744 0.542 0.686 0.051
H -1.954 -2.151 1.170 0.119 0.097 -0.518 0.086
H -0.641 -2.389 2.139 0.261 -0.052 -0.281 0.091
H 0.708 -1.546 0.438 0.236 0.128 0.070 0.125
H 1.000 0.737 0.570 -0.005 -0.408 0.195 0.109
H -0.619 1.167 0.545 -0.311 -0.454 0.116 0.106
H 0.588 1.495 2.896 0.208 0.081 -0.454 0.124
H 0.395 -0.302 2.923 0.798 0.435 0.290 0.113
H -1.514 -0.216 3.088 -0.516 0.040 -0.027 0.066
H -0.416 -0.473 -2.621 -0.763 -0.396 0.281 0.118
O 4.575 0.609 -1.653 0.294 -0.126 0.820 -0.054
H 4.225 0.322 -2.497 -0.213 0.165 -0.172 0.046
H 3.892 1.150 -1.227 0.069 0.076 -0.580 0.030
O -3.256 1.862 1.626 0.085 -0.051 0.472 -0.079
H -2.701 1.109 1.947 -0.227 0.812 -0.068 0.029
H -3.154 2.517 2.339 -0.140 -0.444 -0.218 0.069
O -2.102 3.127 -0.432 0.034 0.214 0.214 -0.085
H -2.301 2.730 0.443 -0.124 -0.046 -0.285 -0.012
H -2.981 3.400 -0.720 0.147 -0.039 -0.134 0.053
O -1.520 1.356 -2.469 0.579 -0.300 -0.549 -0.040
H -1.165 2.247 -2.443 -0.121 0.440 -0.251 0.045
H -1.585 1.196 -1.530 -0.541 0.000 0.534 0.004
O 0.416 -3.995 -1.559 -0.450 -0.239 -0.362 -0.051
H 0.625 -3.368 -0.861 -0.182 0.056 -0.213 0.005
H -0.446 -3.744 -1.947 0.709 0.030 0.539 0.046
O 1.871 1.095 -1.659 -0.532 0.672 -0.238 -0.067
H 2.094 0.162 -1.659 -0.398 -0.384 0.080 0.014
H 0.905 1.136 -1.826 0.916 -0.182 0.166 0.031
O 3.175 -1.391 -0.041 -1.227 0.049 -0.093 -0.049
H 3.866 -0.787 -0.333 0.644 -0.307 0.101 0.005
H 3.471 -2.105 0.524 0.629 0.231 -0.108 0.044
```
Forces are in eV/Å.

Properties
HOMO energy   -10.09 eV
Multiplicity   1
Energy above the lowest of the compared OMol25 structures with the same formula, charge and spin   2.054 eV
Structure (SMILES)   N[C@H](CCO)C(=O)O.O.O.O.O.O.O.O
HOMO-LUMO gap   10.3441 eV

Entry from OMol25: a cluster of 7 separate species, C4H23NO7 in total (the ωB97M-V functional and the def2-TZVPD basis).

Geometry as XYZ:
```
35
Properties=species:S:1:pos:R:3:forces:R:3:lowdin_charge:R:1
C -0.442 3.347 -2.259 0.770 -0.586 1.964 -0.092
N -0.843 2.524 -1.087 0.506 0.990 -2.893 -0.139
C 0.122 1.631 -0.499 -3.483 0.610 0.609 -0.326
C -0.216 0.213 -1.018 0.074 -0.797 0.966 -0.042
C -0.300 1.751 1.046 0.220 -1.997 0.016 -0.141
O -0.872 0.509 1.475 -0.844 0.055 0.058 -0.128
H 0.500 3.008 -2.704 -0.317 -0.560 0.047 0.076
H -0.143 4.297 -1.823 -0.428 0.812 -0.688 0.068
H -1.191 3.365 -3.024 -0.433 0.387 -0.345 0.063
H -1.680 2.819 -0.643 -0.073 0.058 0.521 0.092
H 1.082 2.080 -0.726 0.602 -0.494 0.267 0.123
H -0.662 0.063 -2.008 0.434 1.030 -0.103 0.093
H -1.033 -0.117 -0.318 1.260 0.111 -1.233 0.033
H 0.641 -0.471 -0.973 -0.293 -0.077 0.295 0.052
H 0.533 1.905 1.686 0.981 0.609 0.439 0.097
H -1.089 2.461 1.317 0.498 0.468 -0.856 0.118
H -0.398 0.138 2.205 0.700 -0.323 0.802 0.049
O 1.398 -0.982 2.890 -0.561 0.378 -0.433 -0.044
H 2.006 -0.908 2.136 0.079 -0.292 0.276 -0.002
H 1.859 -1.362 3.634 0.298 -0.136 0.076 0.046
O -1.219 -2.448 0.310 -0.298 0.334 0.065 -0.059
H -1.016 -1.609 0.735 -0.029 0.118 0.205 0.009
H -1.806 -2.166 -0.403 -0.172 -0.031 0.166 0.044
O -3.507 -0.515 -0.030 0.000 0.012 -0.404 -0.037
H -3.011 0.249 0.270 0.208 0.136 0.116 0.016
H -4.140 -0.675 0.667 -0.237 -0.164 0.260 0.046
O 2.374 -2.168 -0.864 -0.712 -0.498 0.178 -0.069
H 1.765 -2.870 -1.117 0.142 -0.507 -0.874 0.020
H 2.017 -2.097 0.027 0.579 0.621 0.387 0.005
O 0.307 -4.399 -0.229 1.681 -1.697 -0.266 -0.060
H -0.315 -4.154 -0.902 -0.490 0.606 0.193 0.023
H 0.368 -3.735 0.451 -0.816 0.373 -0.125 0.005
O 3.120 -0.316 0.732 -0.818 2.828 -0.404 -0.079
H 2.878 0.524 1.188 0.589 -0.771 0.692 0.065
H 2.916 0.106 -0.140 0.386 -1.607 0.026 0.073
```
Forces are in eV/Å.

Properties
HOMO energy   -8.21 eV
Multiplicity   1
Energy above the lowest of the compared OMol25 structures with the same formula, charge and spin   3.123 eV
Structure (SMILES)   CN[C@H](C)CO.O.O.O.O.O.O
HOMO-LUMO gap   8.4507 eV

Entry from OMol25: a cluster of 9 separate species, C4H23NO8 in total (the ωB97M-V functional and the def2-TZVPD basis).

Geometry as XYZ:
```
36
Properties=species:S:1:pos:R:3:forces:R:3:lowdin_charge:R:1
C -0.114 0.558 -1.824 -0.408 -0.718 0.042 -0.048
C 0.066 0.740 -0.501 1.282 -0.633 -0.154 -0.168
C 1.370 0.608 0.145 -1.911 -0.214 1.430 -0.119
C 1.396 0.876 1.478 2.595 0.103 -0.864 -0.164
N 2.604 0.820 2.164 -0.323 -0.647 -0.460 0.059
H -1.077 0.592 -2.328 -0.130 0.661 0.315 0.050
H 0.644 0.112 -2.488 0.109 0.723 0.520 0.077
H -0.684 0.930 0.276 -0.216 0.386 -1.054 0.080
H 2.205 0.072 -0.250 0.320 0.261 -0.711 0.073
H 0.536 1.197 2.017 -0.497 0.295 0.348 0.110
H 2.740 1.322 3.018 -0.129 0.080 0.119 0.081
H 3.438 0.601 1.594 -0.646 0.349 0.483 0.060
O -2.976 2.961 0.194 0.021 -0.913 0.467 -0.079
H -2.890 1.980 0.091 -0.253 0.756 -0.157 0.012
H -2.587 3.060 1.070 -0.015 0.442 -0.078 0.050
O -2.180 -2.816 -0.461 -0.348 0.059 -1.054 -0.088
H -3.085 -3.059 -0.701 0.057 -0.105 0.477 0.067
H -1.838 -2.550 -1.364 -0.137 -0.189 0.654 0.006
O -2.862 0.310 0.628 -0.037 -0.118 -0.198 -0.056
H -2.357 -0.496 0.439 -0.172 -0.068 0.374 0.025
H -3.303 0.217 1.477 0.106 -0.315 -0.055 0.071
O -1.785 3.711 -2.134 0.331 1.203 -0.667 -0.083
H -1.593 2.865 -2.539 -0.363 -0.188 0.623 -0.003
H -2.346 3.692 -1.342 0.262 -0.926 -0.198 -0.012
O -1.266 -1.890 -2.761 0.853 0.735 0.989 -0.070
H -1.170 -1.021 -2.275 -0.510 -0.695 -0.752 0.006
H -0.375 -2.204 -2.535 -0.096 -0.419 -0.592 0.071
O -0.657 -1.946 1.554 0.126 -0.287 0.002 -0.072
H -1.066 -2.544 0.896 -0.070 0.316 0.183 -0.002
H -0.752 -2.411 2.391 0.044 0.060 0.029 0.042
O 4.511 -0.285 0.273 0.064 -0.680 -0.500 -0.083
H 4.286 -1.234 0.394 0.070 0.421 0.253 0.024
H 4.161 -0.147 -0.616 0.277 0.420 -0.023 0.045
O 3.156 -2.394 1.322 0.282 -0.434 -0.142 -0.055
H 2.202 -2.340 1.177 0.082 0.309 0.352 0.044
H 3.400 -1.841 2.076 -0.620 -0.032 -0.001 0.047
```
Forces are in eV/Å.

Properties
HOMO energy   -7.81 eV
Multiplicity   1
Energy above the lowest of the compared OMol25 structures with the same formula, charge and spin   1.589 eV
Structure (SMILES)   C=C/C=C/N.O.O.O.O.O.O.O.O
HOMO-LUMO gap   7.9665 eV

Entry from OMol25: a structure of composition C4H24BO20 (the ωB97M-V functional and the def2-TZVPD basis).

Geometry as XYZ:
```
49
Properties=species:S:1:pos:R:3:forces:R:3:lowdin_charge:R:1
O -2.564 -13.712 -12.159 -4.875 -6.011 -5.724 0.024
C -3.288 -13.571 -13.178 0.674 0.021 3.830 -0.289
O -4.214 -14.386 -13.571 -0.208 -0.334 -1.465 0.304
B -4.739 -13.876 -14.861 -0.920 0.116 0.527 -0.821
O -4.336 -12.445 -14.952 1.956 -1.027 0.311 0.207
C -3.400 -12.251 -14.008 2.882 0.558 0.638 -0.250
O -2.716 -11.208 -13.809 -0.564 -11.948 -1.148 -0.024
O -6.189 -13.983 -14.936 -0.714 -0.327 -1.290 0.292
C -6.547 -14.485 -16.132 -1.423 1.075 1.410 -0.153
O -7.685 -14.738 -16.516 14.203 -4.173 8.566 0.190
C -5.267 -14.848 -16.880 0.534 4.114 2.067 -0.218
O -4.259 -14.654 -16.018 -0.893 -0.513 -2.430 0.262
O -5.326 -15.445 -17.962 3.928 6.740 7.566 0.020
O -2.208 -10.504 -16.290 0.130 0.120 -0.139 -0.009
H -2.563 -11.388 -16.199 0.139 -0.495 -0.328 0.027
H -2.707 -10.118 -17.009 -0.101 0.147 -0.226 0.061
O -5.336 -10.489 -13.770 -1.717 -0.112 0.754 -0.030
H -4.586 -11.012 -14.057 -1.648 1.588 0.084 -0.025
H -6.063 -10.797 -14.312 -0.324 -0.257 -0.032 0.056
O -7.793 -16.195 -18.103 -2.955 -0.865 -1.639 -0.055
H -8.234 -17.041 -18.190 0.047 -0.310 -0.267 0.079
H -7.254 -16.285 -17.318 -1.248 -0.927 -0.396 -0.028
O -0.952 -13.984 -13.750 3.615 -1.272 2.111 0.030
H -0.924 -14.798 -13.247 0.220 -0.133 0.419 0.125
H -1.320 -13.340 -13.145 0.440 -1.773 0.532 -0.031
O -1.148 -12.162 -12.316 3.919 3.080 0.918 -0.044
H -1.299 -11.243 -12.091 0.021 0.271 0.134 0.108
H -1.114 -12.172 -13.272 0.939 2.262 -0.162 0.068
O -3.303 -9.423 -13.978 -0.778 7.437 0.014 -0.088
H -3.139 -10.156 -14.572 0.157 2.316 -0.779 -0.051
H -3.159 -9.785 -13.104 -0.309 1.055 -0.035 0.045
O -1.639 -14.204 -15.773 -1.650 -0.314 -4.149 -0.032
H -2.402 -14.771 -15.887 0.133 -0.048 -0.654 0.008
H -1.406 -14.299 -14.849 0.226 0.054 -0.268 -0.169
O -4.232 -14.573 -19.486 3.396 3.091 -2.156 -0.054
H -4.539 -14.582 -18.579 1.619 1.088 -2.430 -0.057
H -4.838 -15.151 -19.951 -0.426 -0.120 -0.023 -0.016
O -3.094 -12.247 -10.876 -1.930 3.585 3.733 -0.040
H -2.688 -12.516 -11.700 0.482 1.175 1.036 -0.116
H -3.990 -12.011 -11.115 -0.455 0.193 0.329 0.048
O -6.061 -16.939 -16.784 -0.176 -5.611 4.143 0.033
H -5.454 -17.624 -17.064 0.077 -0.476 0.223 0.119
H -5.590 -16.121 -16.945 -0.624 -4.812 1.159 -0.124
O -9.201 -14.023 -17.445 -7.272 3.817 -4.171 -0.042
H -9.570 -14.855 -17.741 0.165 -0.004 -0.258 0.016
H -8.465 -14.272 -16.886 -5.158 3.094 -1.891 -0.316
O -5.964 -16.192 -19.631 -1.483 -3.583 -5.786 -0.054
H -6.079 -16.179 -18.681 -2.070 -1.228 -2.142 -0.061
H -5.532 -17.027 -19.810 0.021 -0.324 -0.518 0.075
```
Forces are in eV/Å.

Properties
Net charge   -1
HOMO energy   -6.86 eV
Multiplicity   1
Energy above the lowest of the compared OMol25 structures with the same formula, charge and spin   25.226 eV
HOMO-LUMO gap   7.2603 eV

Entry from OMol25: a structure of composition C4H24MgO12Pt2 (the ωB97M-V functional and the def2-TZVPD basis).

Geometry as XYZ:
```
43
Properties=species:S:1:pos:R:3:forces:R:3:lowdin_charge:R:1
Pt 2.267 -1.184 1.005 -0.944 0.261 1.233 1.018
Pt -0.491 -2.561 1.364 0.224 1.386 0.305 1.255
Mg 2.084 -1.554 -2.672 -2.072 1.139 -0.740 1.378
O 0.327 -0.600 -2.855 2.079 -0.953 2.138 -0.354
C -0.116 0.445 -1.974 0.446 0.098 0.781 -0.252
C -0.595 0.184 -0.455 -0.543 -0.891 -2.030 -0.229
O 0.273 -0.389 0.549 0.745 -1.105 -0.076 -0.445
H -0.918 0.918 -2.540 -0.625 -0.121 0.353 0.136
H 0.598 1.261 -1.862 0.554 -0.059 -0.261 0.090
H -1.504 -0.417 -0.481 0.092 -0.735 -0.152 0.097
H -1.065 1.104 -0.105 0.883 0.566 0.379 0.115
O 1.095 -1.938 2.933 -0.107 0.879 -2.121 -0.301
C 2.038 -2.631 3.689 0.686 -1.331 0.029 -0.226
C 3.601 -2.311 3.447 -1.451 -0.489 -0.955 -0.137
O 4.078 -2.092 2.119 -2.554 0.407 0.562 -0.039
H 1.838 -3.700 3.620 0.499 -0.240 -0.416 0.127
H 1.833 -2.442 4.743 0.142 0.632 0.240 0.155
H 4.157 -3.116 3.929 0.373 0.075 0.012 0.157
H 3.807 -1.369 3.954 0.467 0.535 0.197 0.170
O 2.468 3.215 -1.183 -0.031 -0.217 -0.426 -0.022
H 2.108 3.258 -0.297 -0.106 0.342 0.603 -0.007
H 2.531 2.279 -1.372 0.209 -0.113 -0.128 -0.005
O -1.942 -3.139 -0.248 0.682 0.091 0.843 -0.075
H -1.912 -3.018 -1.197 0.394 0.172 -0.620 0.099
H -2.873 -3.241 -0.049 -0.592 -0.163 0.401 0.102
O -2.112 -1.281 2.347 0.603 -0.408 -0.269 -0.063
H -2.404 -0.413 2.069 0.141 0.572 -0.267 0.091
H -2.832 -1.617 2.881 -0.308 -0.486 0.519 0.105
O 1.260 0.342 -5.834 -0.206 -0.409 0.106 -0.014
H 1.855 -0.063 -5.204 0.241 0.084 -0.117 -0.023
H 1.403 1.283 -5.729 0.008 0.464 -0.148 0.054
O -3.590 2.652 -1.937 0.414 -0.305 0.013 -0.025
H -3.160 2.534 -1.090 -0.008 0.219 0.264 0.030
H -4.522 2.715 -1.727 -0.474 0.268 -0.003 0.071
O 0.673 3.401 1.143 0.282 -0.595 -0.112 -0.020
H 0.366 4.277 1.377 0.000 0.512 0.254 0.092
H 0.095 3.127 0.431 -0.252 0.157 -0.254 0.041
O -3.745 0.672 -3.908 0.326 -0.610 -0.062 -0.059
H -4.654 0.374 -3.926 -0.271 -0.100 -0.250 0.037
H -3.676 1.184 -3.101 0.010 0.560 0.182 -0.045
O 0.437 1.322 3.104 0.153 -0.705 0.365 -0.027
H 0.773 1.950 2.464 0.012 0.785 -0.299 -0.009
H 0.144 0.578 2.579 -0.122 -0.168 -0.073 -0.039
```
Forces are in eV/Å.

Properties
Net charge   +3
HOMO energy (alpha / beta)   -17.17 / -17.17 eV
Expectation value of S²   8.7886
Multiplicity   6
HOMO-LUMO gap (alpha / beta)   4.1221 / 2.9577 eV